{
  "formula": "C21H44NO5S",
  "method": "wB97M-V/def2-TZVPD",
  "homo_energy_ha": -0.044,
  "total_charge": -1,
  "lumo_energy_ev": 2.170,
  "gap_ev": 3.38,
  "symbols": ["C", "C", "C", "C", "C", "C", "C", "C", "C", "O", "S", "O", "O", "C", "O", "C", "C", "H", "H", "H", "H", "H", "H", "H", "H", "H", "H", "H", "H", "H", "H", "H", "H", "H", "H", "H", "H", "H", "H", "H", "H", "H", "H", "C", "C", "C", "C", "C", "C", "N", "O", "C", "C", "C", "H", "H", "H", "H", "H", "H", "H", "H", "H", "H", "H", "H", "H", "H", "H", "H", "H", "H"],
  "positions_angstrom": [[-4.613, -2.701, 4.123], [-3.680, -3.893, 4.326], [-3.381, -4.672, 3.044], [-2.751, -3.795, 1.939], [-3.720, -3.458, 0.808], [-3.110, -2.769, -0.413], [-2.873, -1.262, -0.307], [-2.118, -0.798, 0.935], [-1.701, 0.673, 0.846], [-0.293, 0.872, 0.590], [0.738, 0.549, 1.764], [0.006, 0.508, 3.017], [0.976, -1.041, 1.356], [1.003, -1.948, 2.440], [1.377, -3.163, 1.879], [1.591, -4.147, 2.870], [1.805, -5.481, 2.176], [-4.081, -1.853, 3.689], [-5.440, -2.961, 3.461], [-5.037, -2.360, 5.068], [-4.108, -4.566, 5.072], [-2.722, -3.548, 4.727], [-2.672, -5.460, 3.302], [-4.298, -5.123, 2.661], [-2.366, -2.889, 2.410], [-1.888, -4.304, 1.505], [-4.570, -2.874, 1.174], [-4.138, -4.413, 0.469], [-2.184, -3.277, -0.696], [-3.798, -2.918, -1.250], [-2.298, -0.952, -1.183], [-3.834, -0.742, -0.351], [-2.745, -0.915, 1.823], [-1.241, -1.421, 1.077], [-1.989, 1.234, 1.733], [-2.180, 1.141, -0.014], [1.724, -1.619, 3.198], [0.010, -2.026, 2.894], [2.472, -3.877, 3.466], [0.735, -4.196, 3.553], [1.096, -5.563, 1.354], [1.646, -6.302, 2.873], [2.816, -5.539, 1.778], [2.446, 1.934, -1.555], [1.949, 3.346, -1.921], [2.981, 4.380, -1.440], [4.259, 4.448, -2.283], [4.006, 4.081, -3.753], [2.547, 4.245, -4.188], [1.714, 3.383, -3.374], [0.358, 3.533, -3.717], [2.426, 3.747, -5.629], [2.137, 5.732, -4.178], [0.661, 3.606, -1.150], [1.706, 1.199, -1.875], [2.599, 1.823, -0.471], [3.388, 1.700, -2.056], [2.503, 5.362, -1.441], [3.234, 4.176, -0.393], [4.665, 5.462, -2.218], [5.029, 3.791, -1.868], [4.653, 4.684, -4.400], [4.285, 3.037, -3.928], [2.644, 2.679, -5.667], [3.130, 4.278, -6.283], [1.413, 3.901, -5.996], [2.765, 6.315, -4.862], [2.220, 6.179, -3.186], [1.098, 5.818, -4.497], [0.859, 3.546, -0.071], [-0.098, 2.871, -1.405], [0.259, 4.593, -1.380]],
  "atomic_forces_ev_per_a": [[0.1, 0.0, 0.0], [0.0, 0.0, -0.1], [0.3, 0.4, 0.0], [-0.1, 0.0, 0.2], [0.0, -0.1, -0.1], [-0.2, 0.1, -0.1], [0.2, -0.1, 0.0], [-0.2, 0.1, 0.1], [-0.3, -0.1, -0.3], [0.2, 0.0, 0.2], [-0.2, -0.1, -0.5], [0.0, 0.1, 0.3], [0.1, 0.0, 0.2], [0.1, 0.1, -0.2], [0.0, 0.0, -0.1], [0.1, -0.2, 0.0], [0.0, 0.3, 0.1], [-0.1, 0.0, -0.1], [0.0, 0.0, 0.0], [0.0, 0.0, 0.0], [0.0, -0.1, 0.0], [-0.1, 0.1, 0.1], [-0.2, -0.2, 0.0], [0.0, -0.2, 0.0], [0.1, 0.0, -0.1], [0.0, 0.0, 0.0], [0.0, 0.0, 0.1], [-0.1, 0.0, 0.0], [0.1, 0.0, 0.1], [0.1, 0.0, 0.0], [-0.1, 0.1, -0.1], [0.0, 0.0, 0.0], [0.0, 0.0, 0.0], [0.1, 0.0, 0.0], [0.1, 0.0, 0.1], [0.1, 0.1, 0.0], [0.1, 0.0, 0.1], [-0.1, 0.0, 0.1], [0.0, 0.0, 0.1], [-0.1, 0.0, 0.0], [0.0, -0.1, 0.0], [0.0, -0.1, 0.0], [0.0, -0.1, -0.1], [0.0, 0.0, 0.1], [0.1, 0.0, 0.2], [0.1, 0.1, 0.0], [0.0, 0.0, 0.0], [0.1, 0.0, 0.1], [0.2, 0.2, 0.0], [-0.3, -0.5, -0.2], [0.0, 0.1, -0.1], [0.1, 0.1, -0.2], [0.0, 0.2, 0.0], [-0.2, 0.0, 0.2], [0.0, 0.0, -0.1], [0.0, 0.0, -0.1], [0.0, 0.0, 0.0], [0.0, -0.1, 0.0], [0.0, 0.0, 0.0], [0.0, 0.0, 0.0], [0.0, 0.0, 0.0], [-0.1, 0.0, 0.0], [-0.1, 0.0, 0.0], [0.0, 0.0, 0.0], [0.0, 0.0, 0.0], [0.0, 0.0, 0.1], [0.0, 0.0, 0.0], [0.0, 0.0, -0.1], [0.0, -0.1, 0.1], [0.1, 0.0, 0.0], [0.0, 0.0, -0.1], [0.0, 0.0, -0.1]],
  "mulliken_charge": [-0.9173, -0.4654, -0.9467, 0.6352, -0.6493, -1.0704, -0.8689, 1.1342, -1.0669, -0.0345, 0.4564, -0.6138, -0.2126, -0.3619, -0.2906, -0.2489, -1.2929, 0.1113, 0.2469, 0.3768, 0.4213, 0.2298, 0.2850, 0.3610, -0.5139, 0.3326, 0.2106, 0.4022, 0.3628, 0.4018, 0.4107, 0.3535, -0.4068, 0.0628, 0.3919, 0.4236, 0.3774, 0.2916, 0.3931, 0.2545, 0.3154, 0.3706, 0.3378, -1.5385, 1.6725, -1.4710, -0.6135, -1.4286, 1.9247, 0.3594, -0.9731, -1.9925, -1.7972, -1.7174, 0.3471, 0.1295, 0.3913, 0.3216, 0.5773, 0.3531, 0.3257, 0.5420, 0.2944, 0.4536, 0.3786, 0.3827, 0.4088, 0.3417, 0.3708, 0.3244, 0.1595, 0.4830]
}

***

{
  "formula": "C21H44O19V",
  "method": "wB97M-V/def2-TZVPD",
  "homo_energy_ha": [-0.543, -0.546],
  "total_charge": 2,
  "lumo_energy_ev": [-6.549, -10.531],
  "s2": 3.781,
  "gap_ev": [8.24, 4.32],
  "spin_multiplicity": 4,
  "symbols": ["V", "O", "H", "O", "H", "C", "O", "C", "O", "O", "C", "H", "H", "H", "H", "H", "H", "C", "O", "C", "O", "O", "C", "H", "H", "H", "H", "H", "H", "C", "O", "C", "O", "O", "C", "H", "H", "H", "H", "H", "H", "C", "O", "C", "O", "O", "C", "H", "H", "H", "H", "H", "H", "C", "O", "C", "O", "O", "C", "H", "H", "H", "H", "H", "H", "C", "C", "O", "C", "H", "H", "H", "H", "H", "H", "C", "C", "O", "C", "H", "H", "H", "H", "H", "H"],
  "positions_angstrom": [[0.049, 2.626, -0.902], [-0.323, 1.964, -2.733], [-0.406, 1.554, -3.616], [-0.014, 0.828, 0.005], [-0.456, 0.042, 0.380], [-3.095, 1.406, 1.748], [-3.808, 2.438, 1.023], [-3.272, 3.136, 0.049], [-2.070, 3.124, -0.375], [-4.232, 3.853, -0.490], [-3.983, 4.613, -1.665], [-2.227, 1.821, 2.261], [-2.854, 0.537, 1.136], [-3.815, 1.076, 2.498], [-3.218, 5.365, -1.470], [-4.907, 5.117, -1.948], [-3.751, 3.989, -2.528], [0.540, 1.478, 3.286], [0.184, 2.857, 3.396], [0.276, 3.654, 2.295], [0.577, 3.261, 1.120], [0.125, 4.922, 2.638], [0.409, 5.912, 1.706], [-0.073, 0.953, 2.553], [0.380, 0.957, 4.229], [1.576, 1.413, 2.954], [1.445, 5.927, 1.365], [0.141, 6.915, 2.040], [-0.216, 5.832, 0.816], [3.806, 4.076, 0.178], [4.242, 3.150, -0.790], [3.343, 2.422, -1.482], [2.186, 2.288, -1.154], [3.982, 1.972, -2.524], [3.221, 1.351, -3.544], [4.700, 4.602, 0.514], [3.412, 3.519, 1.028], [3.140, 4.859, -0.184], [2.438, 0.637, -3.289], [3.862, 0.908, -4.307], [2.771, 2.135, -4.153], [2.179, -1.198, 0.977], [3.424, -1.861, 0.948], [4.546, -1.192, 1.241], [4.574, -0.024, 1.641], [5.554, -2.028, 0.822], [6.901, -1.460, 0.758], [2.159, -0.281, 0.388], [1.827, -0.910, 1.967], [1.438, -1.864, 0.534], [7.638, -2.127, 1.207], [7.012, -0.514, 1.288], [7.090, -1.381, -0.313], [0.199, -1.489, -3.035], [-0.438, -2.743, -3.358], [-0.476, -3.602, -2.352], [0.014, -3.608, -1.264], [-1.207, -4.635, -2.775], [-1.303, -5.824, -1.995], [1.271, -1.683, -2.983], [-0.136, -1.243, -2.028], [-0.137, -0.680, -3.684], [-1.537, -5.673, -0.941], [-0.401, -6.428, -2.094], [-2.129, -6.389, -2.427], [-1.530, -4.695, 2.274], [-0.613, -3.601, 2.768], [0.375, -3.898, 3.369], [-1.069, -2.149, 2.629], [-1.246, -5.119, 1.311], [-2.546, -4.302, 2.266], [-1.399, -5.452, 3.048], [-1.098, -1.910, 1.566], [-0.380, -1.476, 3.139], [-2.069, -2.001, 3.036], [-3.137, -1.716, -1.427], [-3.909, -2.528, -0.365], [-3.651, -2.467, 0.820], [-5.011, -3.503, -0.869], [-2.369, -1.130, -0.923], [-3.822, -1.158, -2.065], [-2.650, -2.366, -2.154], [-4.725, -4.164, -1.687], [-5.860, -2.969, -1.295], [-5.431, -4.047, -0.022]],
  "atomic_forces_ev_per_a": [[-1.0, -5.4, -0.5], [0.4, 1.3, 2.0], [0.1, 0.6, 1.1], [0.3, 1.2, -0.6], [-0.1, 1.2, -0.8], [-0.3, 0.2, 0.3], [0.6, -0.3, 0.0], [1.6, -0.1, -1.5], [-1.9, 0.0, 1.1], [0.3, -0.5, 0.4], [0.0, 0.7, -0.8], [0.1, 0.0, -0.2], [0.1, 0.3, -0.3], [0.0, 0.2, -0.1], [0.1, -0.2, -0.1], [0.0, 0.0, 0.5], [0.4, -0.2, 0.3], [0.3, -0.7, -0.8], [-0.3, 1.7, -1.6], [1.1, -1.0, -0.9], [-1.0, 1.1, 2.4], [-0.2, -1.8, 1.0], [-0.1, 1.5, -2.2], [0.0, 0.3, -0.3], [0.2, 0.7, 0.3], [0.0, -0.1, 0.2], [0.1, -0.3, 0.4], [0.2, -0.4, 0.9], [-0.1, -0.5, -0.2], [0.3, 0.1, 1.2], [-0.5, -0.6, -1.2], [2.3, 1.9, 0.9], [-1.6, 0.1, -0.1], [-0.5, -0.9, 0.2], [-0.7, 0.2, -2.2], [0.1, -0.2, -0.1], [-0.3, 0.3, 0.0], [-0.3, -0.4, -0.3], [0.3, 0.1, 0.8], [0.6, -0.3, 0.8], [-0.4, 0.3, 0.4], [-0.4, 0.7, -0.2], [-0.2, -0.5, 0.3], [0.6, 1.3, -1.0], [0.3, -2.6, -0.6], [-0.5, 1.7, 1.5], [-0.1, -0.1, -0.1], [0.3, 0.0, -0.1], [0.4, -0.1, 0.4], [0.2, -0.3, -0.1], [-0.5, -0.4, -0.1], [-0.5, 0.1, -0.3], [0.3, 0.3, 0.2], [-0.2, -0.5, 1.3], [0.1, 0.8, 0.1], [-0.9, -2.2, -1.0], [0.9, 1.4, 1.3], [-0.6, -0.1, -0.5], [-0.1, -0.4, -0.2], [0.0, 0.5, -0.4], [0.2, 0.4, 0.0], [0.2, -0.6, -0.3], [0.1, 0.4, 0.0], [0.1, 0.2, 0.1], [0.1, 0.1, -0.1], [-0.3, -0.7, 0.7], [-0.9, 0.6, -0.3], [0.4, 0.2, -0.1], [0.7, 0.7, 0.3], [0.3, 0.4, -0.1], [0.1, 0.1, -0.2], [-0.3, -0.4, -0.2], [-0.1, -0.3, -0.1], [0.1, -0.2, 0.0], [-0.1, -0.5, -0.1], [-0.4, -0.7, 0.6], [-0.4, -1.0, -1.3], [0.3, 0.3, -0.1], [0.0, 0.8, 0.4], [-0.2, 0.3, -0.2], [0.0, 0.4, 0.3], [0.0, -0.4, 0.2], [0.5, 0.0, 0.2], [0.1, 0.5, 0.0], [0.3, -0.2, -0.1]],
  "mulliken_charge": [0.7399, -0.6465, 0.2120, 1.2864, -0.5941, -0.1220, -0.3601, 0.8181, -0.6220, -0.3259, -0.6286, 0.0782, -0.0515, 0.3475, 0.2715, 0.2541, 0.2969, -0.4075, -0.3484, 0.5490, 0.2447, -0.3539, -0.5815, -0.0982, 0.3619, 0.3278, 0.2310, 0.3157, 0.1562, -0.6291, -0.3710, 0.6920, -0.4238, -0.3456, -0.4748, 0.3617, 0.1891, 0.2904, 0.0355, 0.3203, 0.3354, 0.1783, -0.4057, 0.8132, -0.5924, -0.3399, -0.6314, -0.0845, 0.0489, 0.0331, 0.2622, 0.3203, 0.2504, -0.2338, -0.3379, 0.6679, -0.4999, -0.3858, -0.4320, 0.3597, 0.0261, 0.1086, 0.0034, 0.3443, 0.2811, -0.8856, 0.7302, -0.1217, -0.2359, 0.0550, 0.3501, 0.4644, -0.2239, 0.2125, 0.6008, -0.3962, 0.7824, -0.5269, -1.3766, -0.2725, 0.5194, 0.1519, 0.3321, 0.3893, 0.3659]
}